No. 1
# C25H32N4O3

C25H32N4O3 in the gas phase (ωB97M-V/def2-TZVPD, OMol25).

Output
SMILES: Cc1cc(C)cc(N(CC(=O)NC2CCCC2)C(=O)CCC(=O)Nc2cc(C)ccn2)c1
Energy in eV: -38550.1918
Strongest force on any atom in eV/A: 0.73

Each atom is followed by the atoms it is bonded to, with distances in Å.
Geometry (Å):
1 C 1.349 1.202 5.647  C2 1.499, H33 1.087, H34 1.089, H35 1.090
2 C 0.964 1.079 4.204  C1 1.499, C3 1.387, C32 1.389
3 C -0.330 1.345 3.781  C2 1.387, C4 1.389, H36 1.081
4 C -0.689 1.235 2.444  C3 1.389, C5 1.499, C6 1.386
5 C -2.093 1.510 1.996  C4 1.499, H37 1.087, H38 1.091, H39 1.088
6 C 0.268 0.835 1.525  C4 1.386, C7 1.388, H40 1.079
7 C 1.566 0.563 1.934  C6 1.388, N8 1.428, C32 1.384
8 N 2.516 0.131 0.960  C7 1.428, C9 1.444, C18 1.355
9 C 3.135 -1.149 1.213  N8 1.444, C10 1.541, H41 1.094, H42 1.091
10 C 2.160 -2.340 1.128  C9 1.541, O11 1.215, N12 1.338
11 O 2.306 -3.304 1.854  C10 1.215
12 N 1.191 -2.221 0.213  C10 1.338, C13 1.447, H43 1.014
13 C 0.165 -3.225 0.031  N12 1.447, C14 1.544, C17 1.540, H44 1.093
14 C -1.241 -2.604 0.172  C13 1.544, C15 1.531, H45 1.091, H46 1.089
15 C -1.987 -2.958 -1.116  C14 1.531, C16 1.525, H47 1.089, H48 1.092
16 C -0.875 -3.076 -2.153  C15 1.525, C17 1.525, H49 1.089, H50 1.090
17 C 0.213 -3.822 -1.388  C13 1.540, C16 1.525, H51 1.089, H52 1.091
18 C 2.686 0.898 -0.143  N8 1.355, O19 1.218, C20 1.530
19 O 2.247 2.032 -0.210  C18 1.218
20 C 3.395 0.278 -1.349  C18 1.530, C21 1.534, H53 1.091, H54 1.089
21 C 2.741 0.901 -2.589  C20 1.534, C22 1.521, H55 1.092, H56 1.089
22 C 1.235 0.809 -2.395  C21 1.521, O23 1.219, N24 1.352
23 O 0.721 -0.160 -1.864  C22 1.219
24 N 0.536 1.872 -2.852  C22 1.352, C25 1.394, H57 1.012
25 C -0.820 2.155 -2.698  N24 1.394, C26 1.392, N31 1.329
26 C -1.733 1.302 -2.085  C25 1.392, C27 1.387, H58 1.076
27 C -3.051 1.717 -1.962  C26 1.387, C28 1.496, C29 1.393
28 C -4.076 0.846 -1.310  C27 1.496, H59 1.088, H60 1.087, H61 1.090
29 C -3.396 2.965 -2.477  C27 1.393, C30 1.383, H62 1.079
30 C -2.415 3.728 -3.082  C29 1.383, N31 1.321, H63 1.082
31 N -1.156 3.342 -3.192  C25 1.329, C30 1.321
32 C 1.914 0.690 3.268  C2 1.389, C7 1.384, H64 1.080
33 H 0.540 1.630 6.232  C1 1.087
34 H 2.230 1.833 5.755  C1 1.089
35 H 1.590 0.221 6.055  C1 1.090
36 H -1.072 1.650 4.505  C3 1.081
37 H -2.594 2.190 2.681  C5 1.087
38 H -2.662 0.580 1.966  C5 1.091
39 H -2.098 1.944 0.998  C5 1.088
40 H 0.012 0.753 0.480  C6 1.079
41 H 3.544 -1.164 2.227  C9 1.094
42 H 3.966 -1.320 0.528  C9 1.091
43 H 1.127 -1.412 -0.395  N12 1.014
44 H 0.358 -3.987 0.791  C13 1.093
45 H -1.137 -1.522 0.266  C14 1.091
46 H -1.756 -2.968 1.060  C14 1.089
47 H -2.734 -2.212 -1.384  C15 1.089
48 H -2.491 -3.920 -1.006  C15 1.092
49 H -1.191 -3.600 -3.054  C16 1.089
50 H -0.517 -2.084 -2.430  C16 1.090
51 H 1.200 -3.706 -1.833  C17 1.089
52 H -0.022 -4.886 -1.346  C17 1.091
53 H 4.461 0.505 -1.320  C20 1.091
54 H 3.255 -0.802 -1.375  C20 1.089
55 H 3.026 0.353 -3.489  C21 1.092
56 H 3.042 1.943 -2.690  C21 1.089
57 H 1.041 2.654 -3.248  N24 1.012
58 H -1.418 0.343 -1.711  C26 1.076
59 H -4.708 1.431 -0.644  C28 1.088
60 H -3.606 0.047 -0.742  C28 1.087
61 H -4.718 0.398 -2.069  C28 1.090
62 H -4.409 3.330 -2.403  C29 1.079
63 H -2.637 4.701 -3.500  C30 1.082
64 H 2.928 0.501 3.589  C32 1.080

***

No. 2
# C25H32N4O4

C25H32N4O4 in the gas phase (ωB97M-V/def2-TZVPD, OMol25).

Output
SMILES: CCOc1ccc(N(CC(=O)NC2CCCC2)C(=O)CCCC(=O)Nc2ccccn2)cc1
Energy in eV: -40596.9611
Strongest force on any atom in eV/A: 0.67

Each atom is followed by the atoms it is bonded to, with distances in Å.
Geometry (Å):
1 C -5.653 -1.692 0.312  C2 1.526, H34 1.087, H35 1.086, H36 1.087
2 C -4.849 -2.550 1.286  C1 1.526, O3 1.413, H37 1.094, H38 1.097
3 O -3.482 -2.630 0.938  C2 1.413, C4 1.361
4 C -2.670 -1.556 1.137  O3 1.361, C5 1.391, C33 1.396
5 C -3.007 -0.398 1.830  C4 1.391, C6 1.384, H39 1.078
6 C -2.089 0.628 1.969  C5 1.384, C7 1.387, H40 1.078
7 C -0.824 0.529 1.409  C6 1.387, N8 1.425, C32 1.391
8 N 0.096 1.615 1.481  C7 1.425, C9 1.448, C18 1.359
9 C -0.483 2.921 1.245  N8 1.448, C10 1.537, H41 1.089, H42 1.096
10 C -1.435 2.898 0.038  C9 1.537, O11 1.214, N12 1.340
11 O -2.508 3.465 0.064  C10 1.214
12 N -0.942 2.250 -1.027  C10 1.340, C13 1.448, H43 1.011
13 C -1.728 2.033 -2.223  N12 1.448, C14 1.536, C17 1.527, H44 1.093
14 C -2.299 0.608 -2.273  C13 1.536, C15 1.538, H45 1.090, H46 1.089
15 C -1.233 -0.248 -2.977  C14 1.538, C16 1.538, H47 1.090, H48 1.089
16 C -0.170 0.732 -3.501  C15 1.538, C17 1.528, H49 1.090, H50 1.089
17 C -0.844 2.103 -3.466  C13 1.527, C16 1.528, H51 1.090, H52 1.089
18 C 1.397 1.370 1.790  N8 1.359, O19 1.217, C20 1.526
19 O 1.789 0.260 2.097  C18 1.217
20 C 2.360 2.554 1.765  C18 1.526, C21 1.528, H53 1.090, H54 1.093
21 C 3.799 2.055 1.638  C20 1.528, C22 1.534, H55 1.092, H56 1.091
22 C 4.121 1.688 0.183  C21 1.534, C23 1.518, H57 1.091, H58 1.092
23 C 3.169 0.630 -0.345  C22 1.518, O24 1.217, N25 1.358
24 O 2.163 0.910 -0.971  C23 1.217
25 N 3.576 -0.636 -0.069  C23 1.358, C26 1.391, H59 1.012
26 C 2.942 -1.840 -0.357  N25 1.391, C27 1.394, N31 1.328
27 C 1.954 -1.980 -1.331  C26 1.394, C28 1.383, H60 1.076
28 C 1.402 -3.235 -1.515  C27 1.383, C29 1.388, H61 1.081
29 C 1.855 -4.297 -0.746  C28 1.388, C30 1.385, H62 1.078
30 C 2.869 -4.053 0.166  C29 1.385, N31 1.320, H63 1.082
31 N 3.404 -2.861 0.355  C26 1.328, C30 1.320
32 C -0.483 -0.632 0.722  C7 1.391, C33 1.376, H64 1.076
33 C -1.387 -1.661 0.597  C4 1.396, C32 1.376, H65 1.079
34 H -5.302 -0.663 0.320  C1 1.087
35 H -6.703 -1.709 0.589  C1 1.086
36 H -5.546 -2.083 -0.696  C1 1.087
37 H -5.198 -3.586 1.244  C2 1.094
38 H -4.969 -2.190 2.315  C2 1.097
39 H -3.982 -0.275 2.275  C5 1.078
40 H -2.384 1.511 2.514  C6 1.078
41 H 0.289 3.661 1.040  C9 1.089
42 H -1.048 3.269 2.117  C9 1.096
43 H -0.059 1.762 -0.963  N12 1.011
44 H -2.517 2.789 -2.209  C13 1.093
45 H -3.227 0.616 -2.846  C14 1.090
46 H -2.523 0.244 -1.272  C14 1.089
47 H -1.679 -0.810 -3.798  C15 1.090
48 H -0.797 -0.965 -2.283  C15 1.089
49 H 0.699 0.742 -2.845  C16 1.090
50 H 0.169 0.471 -4.503  C16 1.089
51 H -1.473 2.244 -4.345  C17 1.090
52 H -0.127 2.921 -3.416  C17 1.089
53 H 2.147 3.218 0.927  C20 1.090
54 H 2.232 3.111 2.696  C20 1.093
55 H 3.923 1.181 2.280  C21 1.092
56 H 4.492 2.831 1.966  C21 1.091
57 H 5.149 1.331 0.110  C22 1.091
58 H 4.012 2.576 -0.444  C22 1.092
59 H 4.313 -0.755 0.613  N25 1.012
60 H 1.641 -1.136 -1.919  C27 1.076
61 H 0.630 -3.381 -2.256  C28 1.081
62 H 1.442 -5.287 -0.860  C29 1.078
63 H 3.281 -4.846 0.776  C30 1.082
64 H 0.495 -0.721 0.280  C32 1.076
65 H -1.124 -2.564 0.068  C33 1.079

***

No. 3
# C25H32N4O4

C25H32N4O4 in the gas phase at a distorted geometry (ωB97M-V/def2-TZVPD, OMol25).

Output
SMILES: C/C=C\C=C/C(=O)Nc1cccc(C2=NO[C@@]3(C2)C[C@@H](C(N)=O)N(C(=O)CCCCC)C3)c1
Energy in eV: -40594.6940
Strongest force on any atom in eV/A: 1.13

Each atom is followed by the atoms it is bonded to, with distances in Å.
Geometry (Å):
1 C -11.485 -2.050 0.019  C2 1.489, H34 1.090, H35 1.090, H36 1.085
2 C -10.780 -0.757 0.237  C1 1.489, C3 1.339, H37 1.083
3 C -9.468 -0.505 0.149  C2 1.339, C4 1.436, H38 1.079
4 C -8.452 -1.465 -0.182  C3 1.436, C5 1.346, H39 1.083
5 C -7.131 -1.221 -0.266  C4 1.346, C6 1.471, H40 1.083
6 C -6.469 0.073 -0.037  C5 1.471, O7 1.216, N8 1.379
7 O -7.034 1.115 0.233  C6 1.216
8 N -5.100 -0.024 -0.166  C6 1.379, C9 1.392, H41 1.011
9 C -4.129 0.964 -0.015  N8 1.392, C10 1.394, C33 1.394
10 C -4.433 2.287 0.299  C9 1.394, C11 1.384, H42 1.077
11 C -3.411 3.212 0.436  C10 1.384, C12 1.380, H43 1.079
12 C -2.091 2.846 0.267  C11 1.380, C13 1.397, H44 1.077
13 C -1.774 1.523 -0.050  C12 1.397, C14 1.449, C33 1.391
14 C -0.389 1.136 -0.226  C13 1.449, N15 1.274, C18 1.514
15 N 0.578 1.953 -0.079  C14 1.274, O16 1.361
16 O 1.777 1.348 -0.300  N15 1.361, C17 1.452
17 C 1.601 -0.052 -0.639  O16 1.452, C18 1.534, C19 1.535, C32 1.528
18 C 0.081 -0.254 -0.601  C14 1.514, C17 1.534, H45 1.091, H46 1.091
19 C 2.273 -0.340 -1.989  C17 1.535, C20 1.537, H47 1.090, H48 1.090
20 C 3.738 -0.660 -1.655  C19 1.537, C21 1.544, N24 1.450, H49 1.097
21 C 4.654 0.553 -1.926  C20 1.544, N22 1.342, O23 1.212
22 N 4.530 1.559 -1.046  C21 1.342, H50 1.007, H51 1.008
23 O 5.430 0.558 -2.856  C21 1.212
24 N 3.713 -1.052 -0.259  C20 1.450, C25 1.359, C32 1.451
25 C 4.711 -1.621 0.467  N24 1.359, O26 1.216, C27 1.515
26 O 4.506 -1.965 1.615  C25 1.216
27 C 6.032 -1.837 -0.243  C25 1.515, C28 1.531, H52 1.088, H53 1.094
28 C 7.210 -1.773 0.732  C27 1.531, C29 1.528, H54 1.092, H55 1.092
29 C 7.701 -0.345 0.967  C28 1.528, C30 1.526, H56 1.093, H57 1.094
30 C 6.665 0.544 1.650  C29 1.526, C31 1.524, H58 1.091, H59 1.092
31 C 7.220 1.934 1.936  C30 1.524, H60 1.088, H61 1.088, H62 1.088
32 C 2.403 -0.902 0.346  C17 1.528, N24 1.451, H63 1.093, H64 1.097
33 C -2.798 0.591 -0.189  C9 1.394, C13 1.391, H65 1.081
34 H -12.221 -1.935 -0.778  C1 1.090
35 H -12.029 -2.326 0.923  C1 1.090
36 H -10.813 -2.861 -0.243  C1 1.085
37 H -11.437 0.063 0.498  C2 1.083
38 H -9.113 0.497 0.339  C3 1.079
39 H -8.778 -2.479 -0.380  C4 1.083
40 H -6.476 -2.044 -0.524  C5 1.083
41 H -4.730 -0.937 -0.391  N8 1.011
42 H -5.460 2.578 0.433  C10 1.077
43 H -3.657 4.234 0.680  C11 1.079
44 H -1.290 3.559 0.373  C12 1.077
45 H -0.216 -0.986 0.151  C18 1.091
46 H -0.319 -0.555 -1.570  C18 1.091
47 H 2.185 0.510 -2.664  C19 1.090
48 H 1.797 -1.206 -2.450  C19 1.090
49 H 4.109 -1.476 -2.287  C20 1.097
50 H 5.062 2.399 -1.207  N22 1.007
51 H 3.755 1.601 -0.403  N22 1.008
52 H 6.175 -1.119 -1.048  C27 1.088
53 H 5.980 -2.836 -0.685  C27 1.094
54 H 6.897 -2.215 1.680  C28 1.092
55 H 8.037 -2.365 0.335  C28 1.092
56 H 8.599 -0.383 1.588  C29 1.093
57 H 7.982 0.101 0.008  C29 1.094
58 H 5.786 0.635 1.011  C30 1.091
59 H 6.347 0.074 2.583  C30 1.092
60 H 6.466 2.560 2.407  C31 1.088
61 H 7.539 2.414 1.012  C31 1.088
62 H 8.079 1.874 2.601  C31 1.088
63 H 2.495 -0.425 1.325  C32 1.093
64 H 1.940 -1.887 0.488  C32 1.097
65 H -2.567 -0.437 -0.433  C33 1.081